Formula: C5H12NO
Source: the Open Molecules 2025 dataset
Level of theory: wB97M-V/def2-TZVPD

CARTESIAN COORDINATES (ANGSTROEM)
C1 -1.33 -0.14 -1.12
C2 -0.98 -0.35 -2.54
C3 2.60 0.46 0.62
C4 -0.72 -0.39 2.42
C5 1.37 0.19 1.23
N1 0.43 -0.19 1.77
O1 -0.52 0.96 -0.44
H1 0.09 -0.65 -2.54
H2 -1.52 -1.24 -2.95
H3 -1.04 0.40 -3.25
H4 2.67 1.48 0.78
H5 3.44 0.05 1.21
H6 2.75 -0.08 -0.41
H7 -1.57 -0.28 1.69
H8 -0.74 0.32 3.14
H9 -0.75 -1.40 2.93
H10 -2.36 0.18 -1.00
H11 -1.19 -1.02 -0.52
H12 -0.62 1.69 -1.04

The calculation puts the LUMO energy at -3.4 eV. Its total charge is +1. The calculation puts the calculated total energy at -8908.285 eV. The largest force on an atom comes out at 6.1 eV Å⁻¹. Its relative energy (zero: lowest compared OMol25 entry of this formula, charge and spin) is 226.2 kJ/mol.